A structure of composition C22H29IrN3P2 at a distorted geometry, computed with ωB97M-V/def2-TZVPD.

Structure (XYZ):
```
57
Properties=species:S:1:pos:R:3:forces:R:3
Ir -0.291882 -0.256681 -0.495796 1.2 1.4 1.6
P -2.199744 0.698416 -1.075952 -1.9 1.4 -2.3
P -0.027705 -2.335246 -1.104474 0.9 -3.0 -1.9
N 0.332129 0.166127 -2.853772 -0.7 -0.5 -1.2
N -2.206233 -0.632671 3.304845 -0.3 0.3 0.2
N -1.058392 -0.763402 1.435573 -0.4 -0.1 1.8
C 0.833729 3.576937 -4.226410 -0.1 -0.4 0.1
C 0.044910 1.400644 -3.382597 0.0 1.0 0.1
C -1.515355 3.234282 -3.744019 0.0 0.2 -0.1
C 2.605583 0.334498 -3.696378 -0.1 -1.0 0.1
C 2.846274 -2.452379 -3.475630 0.3 -0.1 0.0
C -1.418551 -3.492064 -0.841796 -0.2 -0.1 0.3
C 3.838997 -0.301838 -3.983321 -0.5 0.1 0.2
C -0.879358 -1.956986 2.153551 -0.5 1.0 0.2
C 3.959375 -1.670979 -3.840277 -0.1 -0.2 0.1
C -2.328462 2.382451 -0.386880 -0.2 0.1 0.2
C 2.418234 1.714388 -3.787748 0.7 0.8 -0.4
C 1.599355 -1.870676 -3.252551 0.0 0.9 0.2
C -1.861449 0.014470 2.171109 0.6 -1.0 0.5
C -0.462978 4.065142 -4.179056 -0.2 -0.2 0.3
C 1.473299 -0.457895 -3.294604 1.1 -0.3 0.1
C -1.286013 1.904522 -3.390139 0.9 -0.4 0.3
C 1.126079 2.246485 -3.819517 -1.2 0.4 0.1
C -1.606389 -1.871576 3.300655 0.2 -0.2 0.1
C 0.384731 -2.662675 -2.872755 0.0 0.1 0.4
C -3.778070 -0.133220 -0.690621 -0.1 0.0 0.3
C 1.406029 -3.100610 -0.267817 0.0 -0.1 0.3
C -2.378608 0.985665 -2.907916 0.1 0.2 0.5
H -0.680171 5.102245 -4.436395 0.1 -0.3 0.0
H 2.966399 -3.533373 -3.339521 -0.1 0.4 -0.2
H 2.331221 -2.645460 -0.641107 -0.2 -0.1 0.0
H -3.741747 -1.171483 -1.053094 0.0 0.3 0.2
H -3.266363 2.850102 -0.718991 0.2 0.0 0.1
H -2.317789 -0.010920 -3.375582 0.0 0.3 0.1
H -2.135003 1.046228 1.997135 0.0 -0.4 -0.1
H -1.713494 -2.583802 4.109315 -0.1 0.2 -0.1
H -3.370520 1.429145 -3.073128 0.2 -0.2 0.0
H 4.660815 0.339189 -4.306385 -0.1 -0.4 0.1
H -2.535255 3.630005 -3.658719 0.4 -0.1 -0.2
H 1.358799 -2.933538 0.812493 0.2 -0.1 -0.2
H -1.137998 -4.495229 -1.204068 -0.1 0.4 0.1
H -1.473802 2.982403 -0.732851 -0.3 -0.2 0.1
H 1.422533 -4.179169 -0.468208 0.0 0.2 0.0
H -4.606274 0.396806 -1.189948 0.3 -0.2 0.2
H 1.664536 4.187399 -4.581909 -0.3 0.0 0.1
H 1.162921 0.752759 -0.225174 0.5 0.4 -0.9
H -1.684287 -3.563235 0.223064 0.0 0.0 -0.4
H 3.267036 2.370490 -4.008736 -0.3 -0.3 0.0
H -2.794009 -0.244641 4.054035 0.5 -0.4 -0.6
H 1.150396 0.863876 -1.096203 -0.4 -0.4 0.8
H -0.499776 -2.364633 -3.449695 0.2 0.0 0.0
H -0.209367 -2.749274 1.842471 -0.4 0.3 0.0
H 0.549830 -3.739915 -2.983992 0.0 0.1 0.0
H -3.959306 -0.128579 0.394128 0.0 -0.1 -0.3
H -2.297520 -3.139072 -1.402568 0.3 -0.1 0.2
H 4.922106 -2.148071 -4.004386 -0.2 0.0 0.0
H -2.312844 2.337917 0.711415 -0.1 0.3 -0.5
```
Forces are in eV/Å.

Values from the calculation:
* E: -1806.71629 a.u.
* HOMO-LUMO gap (alpha / beta): 5.08 / 4.72 eV
* total charge: +1
* E_HOMO (alpha / beta): -7.504 / -9.663 eV
* 2S+1: 5